The following is a DFT calculation (ωB97M-V/def2-TZVPD) of a cluster of 7 separate species, CH17NO6 in total.

Last columns: bonded neighbours and bond lengths (Å).
CARTESIAN COORDINATES (ANGSTROEM)
1 C -1.4803 0.3981 2.3610  N2 1.517, H3 1.094, H4 1.136, H5 1.167
2 N -0.5102 -0.5973 1.7520  C1 1.517, H6 1.029, H7 0.909
3 H -1.9263 -0.0364 3.2607  C1 1.094
4 H -2.4016 0.6414 1.7432  C1 1.136
5 H -0.9186 1.3969 2.5829  C1 1.167
6 H -0.0722 -0.2137 0.9031  N2 1.029
7 H -0.1258 -1.0113 2.4644  N2 0.909
8 H -2.0987 -1.6512 -1.2939  O10 0.916
9 H -1.9959 -0.3955 -0.6347  O10 0.907
10 O -2.3004 -0.7643 -1.4056  H8 0.916, H9 0.907
11 H 0.8152 -2.4330 0.7420  O13 0.994
12 H 1.3642 -3.0320 -0.5871  O13 1.001
13 O 0.9854 -3.3056 0.2986  H11 0.994, H12 1.001
14 H 0.5991 0.0878 -1.7139  O16 0.993
15 H 2.1676 0.0589 -1.6659  O16 1.035
16 O 1.3468 -0.5654 -1.7482  H14 0.993, H15 1.035
17 H 0.6294 1.7950 -0.8554  O19 0.949
18 H 0.9752 3.2285 -0.6430  O19 1.052
19 O 1.4293 2.2813 -0.7012  H17 0.949, H18 1.052
20 H -0.5405 1.6758 -2.8349  O22 0.915
21 H -1.3661 0.5526 -2.0296  O22 1.017
22 O -0.5889 1.2089 -2.0495  H20 0.915, H21 1.017
23 H 2.1650 -0.4347 0.3375  O25 0.940
24 H 1.8478 0.9825 0.6486  O25 0.960
25 O 2.0003 0.1327 1.0689  H23 0.940, H24 0.960

The HOMO energy (alpha / beta) comes out at -14.8 / -14.8 eV. Its spin multiplicity is 2. Its energy above the lowest of the compared OMol25 structures with the same formula, charge and spin is 19.8 kcal/mol. Its net charge is +1.